(1)
50
Properties=species:S:1:pos:R:3 method="wB97M-V/def2-TZVPD" lumo_energy_ev=1.91 e_homo_ev=-5.0 total_charge=-1 total_energy_ha=-1961.351001
C 5.68 -1.56 -0.75
C 5.09 -1.01 0.58
N 4.44 0.30 0.50
C 5.21 1.29 -0.26
C 4.40 2.65 -0.23
C 3.06 0.22 0.08
S 2.50 -0.40 -1.34
S 1.87 0.93 1.28
C 0.75 2.04 0.29
C -0.65 2.21 0.97
C -1.78 2.19 -0.12
Al -3.18 0.74 0.18
C -3.89 0.84 2.10
C -4.74 1.06 -1.12
O -4.40 0.79 -2.52
N -5.14 1.56 -3.36
O -5.18 1.08 -4.44
O -2.39 -0.93 -0.04
C -3.07 -1.90 0.71
C -2.92 -3.33 0.08
C -1.75 -4.12 0.77
O -2.63 -3.27 -1.32
H 6.70 -1.16 -0.96
H 5.08 -1.34 -1.64
H 5.80 -2.66 -0.70
H 4.38 -1.76 0.97
H 5.92 -0.96 1.31
H 6.15 1.49 0.27
H 5.32 1.05 -1.34
H 3.99 2.86 0.77
H 3.63 2.64 -1.02
H 5.11 3.45 -0.54
H 0.63 1.54 -0.69
H 1.25 3.01 0.17
H -0.85 1.44 1.73
H -0.67 3.21 1.45
H -1.39 2.06 -1.15
H -2.29 3.18 -0.10
H -3.15 0.38 2.80
H -4.12 1.87 2.44
H -4.81 0.23 2.19
H -5.60 0.42 -0.82
H -5.09 2.11 -1.03
H -2.67 -1.97 1.74
H -4.16 -1.66 0.75
H -3.86 -3.91 0.19
H -0.82 -3.59 0.49
H -1.86 -4.15 1.86
H -1.71 -5.13 0.32
H -2.15 -4.07 -1.51


(2)
57
Properties=species:S:1:pos:R:3 method="wB97M-V/def2-TZVPD" lumo_energy_ev=0.30 e_homo_ev=-8.7 smiles=CCNN[C@](Cl)(CN)CO[C@@H](S)[C@H](I)[C@H](C)I.ClCCl.ClCCl.ClCCl.ClCCl total_energy_ha=-5886.857001
C 0.02 -1.21 4.59
C -1.13 -1.56 3.64
N -0.72 -1.60 2.23
N -1.32 -0.64 1.41
C -0.51 0.51 0.98
Cl 1.13 0.40 1.72
C -1.22 1.79 1.44
N -0.94 2.11 2.85
C -0.35 0.53 -0.58
O 0.96 0.25 -1.05
C 1.43 1.24 -1.91
S 1.75 2.79 -0.98
C 2.60 0.78 -2.79
I 2.16 -1.19 -3.62
C 3.99 0.67 -2.14
C 4.00 0.11 -0.72
I 5.14 2.50 -2.29
H 0.93 -1.71 4.25
H 0.18 -0.14 4.65
H -0.18 -1.59 5.60
H -1.49 -2.55 3.92
H -1.94 -0.84 3.82
H -0.97 -2.50 1.85
H -2.20 -0.32 1.78
H -0.95 2.63 0.79
H -2.30 1.65 1.37
H 0.01 2.47 2.89
H -1.55 2.88 3.10
H -0.70 1.50 -0.92
H -1.02 -0.23 -0.98
H 0.61 1.51 -2.59
H 1.99 2.33 0.25
H 2.66 1.41 -3.68
H 4.56 -0.01 -2.76
H 3.95 0.88 0.05
H 3.22 -0.64 -0.60
H 4.95 -0.42 -0.58
Cl -4.04 2.25 5.04
C -4.20 3.98 4.75
Cl -3.08 4.55 3.50
H -5.21 4.18 4.41
H -3.99 4.51 5.67
Cl 0.24 3.17 -4.84
C 1.31 4.45 -4.23
Cl 2.51 4.92 -5.42
H 0.70 5.32 -3.98
H 1.82 4.07 -3.35
Cl -2.09 -3.97 -5.11
C -0.64 -4.12 -4.11
Cl 0.82 -4.32 -5.09
H -0.55 -3.23 -3.51
H -0.76 -5.02 -3.50
Cl -1.84 -6.10 0.43
C -1.88 -7.05 -1.06
Cl -2.45 -6.10 -2.44
H -0.88 -7.40 -1.26
H -2.56 -7.88 -0.92


(3)
53
Properties=species:S:1:pos:R:3 method="wB97M-V/def2-TZVPD" lumo_energy_ev=2.44 e_homo_ev=-2.3 total_charge=-1 de_lowest_ev=0.0000 total_energy_ha=-2898.374658
Cu 3.69 21.16 -10.87
C 4.91 22.82 -12.65
O 4.27 23.24 -11.58
O 4.67 21.57 -12.93
O 5.66 23.57 -13.34
C 3.66 18.53 -12.17
O 3.09 18.81 -11.13
N 3.20 17.69 -13.12
C 3.71 17.62 -14.48
C 2.02 16.88 -12.83
H 4.59 19.02 -12.51
H 4.55 18.31 -14.54
H 2.93 17.96 -15.16
H 4.00 16.61 -14.74
H 1.95 16.66 -11.77
H 1.13 17.42 -13.14
H 2.04 15.90 -13.31
C 1.44 23.02 -10.64
O 1.38 21.81 -10.60
N 0.56 23.86 -10.07
C 0.72 25.30 -10.14
C -0.53 23.32 -9.31
H 2.23 23.56 -11.19
H 1.62 25.49 -10.72
H 0.78 25.73 -9.14
H -0.12 25.75 -10.67
H -1.50 23.82 -9.43
H -0.63 22.25 -9.47
H -0.33 23.41 -8.23
C 5.99 19.62 -8.94
O 5.65 20.04 -10.02
N 6.36 18.36 -8.67
C 6.93 17.98 -7.40
C 6.21 17.30 -9.64
H 6.07 20.34 -8.11
H 6.40 17.12 -6.98
H 6.91 18.81 -6.70
H 7.96 17.65 -7.53
H 5.70 17.56 -10.56
H 7.18 16.87 -9.90
H 5.69 16.47 -9.15
C -0.49 19.61 -13.70
O -1.40 19.01 -14.26
N 0.17 20.68 -14.16
C 1.42 21.10 -13.56
C -0.21 21.36 -15.38
H -0.07 19.31 -12.73
H 1.35 22.15 -13.28
H 2.22 21.07 -14.30
H 1.72 20.49 -12.71
H -0.56 22.37 -15.15
H 0.66 21.36 -16.04
H -1.03 20.83 -15.87